[1]
Entry from the Open Molecules 2025 dataset: C5H2ClFS in the gas phase (ωB97M-V with the def2-TZVPD basis set).

Structure (XYZ):
```
10
Properties=species:S:1:pos:R:3:forces:R:3:lowdin_charge:R:1
C -1.46121 1.89480 -0.00449 -0.2028 0.1079 0.0086 0.14
C -0.75214 0.91938 -0.00312 -0.6226 0.7326 0.0006 -0.15
C 0.13839 -0.19450 -0.00198 0.3276 -0.2434 -0.0263 -0.34
C 1.57405 0.11615 -0.00018 0.3806 -0.4850 0.0740 -0.59
S 2.86140 -0.87810 -0.00384 -0.4861 0.3590 -0.0202 0.72
C -0.35448 -1.44834 -0.00186 -0.1399 -0.2150 -0.0076 -0.69
F 0.40590 -2.52175 -0.00145 -0.2096 0.2855 0.0020 0.03
Cl -2.02034 -1.82594 -0.00198 0.2426 0.0339 0.0022 0.79
H -2.13382 2.75289 -0.00277 0.6511 -0.7634 -0.0053 0.05
H 1.74226 1.18540 0.02167 0.0591 0.1880 -0.0280 0.05
```
Positions in Å, forces in eV/Å.

HOMO energy (Eh): -0.328
Total charge: 0
Electronic energy (eV): -31289.239
SMILES: C#C/C(C=S)=C(/F)Cl
Strongest force on any atom (eV/Å): 1.003



[2]
Entry from the Open Molecules 2025 dataset: a molecular structure, C5H2ClN (ωB97M-V with the def2-TZVPD basis set).

Structure (XYZ):
```
9
Properties=species:S:1:pos:R:3:forces:R:3:lowdin_charge:R:1
C -0.56586 0.87985 0.05497 0.4441 -0.2780 -1.0064 -0.30
C -0.21395 2.09673 -0.13843 -0.0349 -0.0702 -0.0480 0.27
C 0.95981 0.45219 -0.10702 -0.5481 2.3572 0.9970 -0.06
C 0.84578 -0.87273 -0.04771 1.5831 0.7845 0.3292 -0.18
C -1.23273 -0.38962 -0.05238 0.3618 0.1589 0.4997 -0.77
N -0.40199 -1.37039 -0.10215 -1.7409 -1.1734 0.1367 0.08
Cl -2.92001 -0.53713 -0.03332 -0.2298 -0.0773 -0.1483 0.74
H 1.80608 1.09732 0.10556 -0.0827 -0.4469 -0.2184 0.10
H 1.72287 -1.35622 0.32047 0.2473 -1.2547 -0.5415 0.11
```
Positions in Å, forces in eV/Å.

HOMO energy (Eh): -0.359
Total charge: 0
Electronic energy (eV): -19224.546
Strongest force on any atom (eV/Å): 2.617



[3]
Entry from the Open Molecules 2025 dataset: C5H2F3N in the gas phase (ωB97M-V with the def2-TZVPD basis set).

Structure (XYZ):
```
11
Properties=species:S:1:pos:R:3:forces:R:3:lowdin_charge:R:1
N -1.43104 -3.51530 -0.18971 -0.0861 -0.3334 0.0580 0.18
C -1.26237 -2.37674 -0.30443 0.0483 -0.8044 0.2309 -0.23
C -1.07312 -1.04562 -0.45058 -2.4531 5.0426 -4.7576 -0.01
C -1.71516 0.13294 -1.71271 1.8407 -4.5676 4.2809 0.03
F -2.74365 0.23033 -2.49457 0.3491 0.2551 0.2352 0.15
C -0.73499 1.08675 -1.08894 0.1736 0.5427 -0.0912 -0.51
F -1.27324 2.17552 -0.48290 -0.1897 -0.0832 0.1195 0.10
F 0.16250 1.59465 -1.97183 0.1288 -0.0704 -0.1120 0.10
C -0.12849 0.05877 -0.10580 0.2249 -0.1554 0.0585 -0.07
H -0.19062 0.39759 0.92962 -0.0502 0.0352 -0.0402 0.13
H 0.91049 -0.17695 -0.34604 0.0137 0.1388 0.0181 0.13
```
Positions in Å, forces in eV/Å.

HOMO energy (alpha / beta) (Eh): -0.356 / -0.357
Total charge: 0
Electronic energy (eV): -14854.859
SMILES: N#CC1=C(F)C(F)(F)C1
Strongest force on any atom (eV/Å): 7.354



[4]
Entry from the Open Molecules 2025 dataset: a molecular structure, C5H2N2O (ωB97M-V with the def2-TZVPD basis set).

Structure (XYZ):
```
10
Properties=species:S:1:pos:R:3:forces:R:3:lowdin_charge:R:1
C -2.08231 -0.41706 0.00062 -3.1398 2.8433 1.6132 -0.44
C -0.34371 0.91607 -0.24599 1.2489 0.8184 -1.3495 -0.13
C -0.00978 -0.69466 -0.28607 -0.9725 2.4152 0.6362 -0.32
C 1.37507 -0.80915 -0.23425 11.8853 3.7546 4.5695 -0.04
C 2.66049 -0.26804 0.28557 -7.8289 -2.2046 -1.9876 0.13
H 0.57660 1.66850 -0.58769 -2.6386 -1.8372 1.3689 0.16
H 3.73388 0.37372 0.93803 -3.9259 -2.7019 -2.7109 0.19
N -1.56460 1.13694 0.01850 1.9259 -2.6538 -0.9227 0.14
N -1.09618 -1.38225 -0.13244 2.0488 0.4082 -0.5747 0.18
O -3.24947 -0.52407 0.24372 1.3968 -0.8423 -0.6425 0.13
```
Positions in Å, forces in eV/Å.

HOMO energy (Eh): -0.373
Total charge: 0
Electronic energy (eV): -10236.555
Strongest force on any atom (eV/Å): 13.275



[5]
Entry from the Open Molecules 2025 dataset: C5H2N2S in the gas phase (ωB97M-V with the def2-TZVPD basis set).

Structure (XYZ):
```
10
Properties=species:S:1:pos:R:3:forces:R:3:lowdin_charge:R:1
N 2.58141 2.51729 -0.37685 -2.5154 -3.9590 0.1831 0.17
C 1.91460 1.53524 -0.28393 3.1060 3.9496 0.1410 -0.11
C 1.03585 0.44621 0.01567 -1.9624 1.6293 -1.7156 -0.32
N -0.15021 0.53051 -0.52503 0.3810 -0.2190 -0.5739 0.10
C -0.85799 -0.58357 -0.01382 -0.9913 0.7501 -0.1129 -0.86
S -2.36214 -0.99119 -0.42152 0.1573 0.1141 -0.1632 0.86
C -0.07746 -1.23245 1.00380 3.7102 0.8651 -0.4053 -0.06
C 1.17758 -0.61070 0.94311 -2.5822 -2.0418 1.4562 0.02
H -0.41069 -2.09552 1.51528 -0.0556 -0.5346 0.6316 0.09
H 2.03099 -0.70851 1.55320 0.7524 -0.5537 0.5590 0.10
```
Positions in Å, forces in eV/Å.

HOMO energy (Eh): -0.364
Total charge: 0
Electronic energy (eV): -19030.189
SMILES: N#CC1=NC(=S)C=C1
Strongest force on any atom (eV/Å): 5.027



[6]
Entry from the Open Molecules 2025 dataset: C5H2OS in the gas phase (ωB97M-V with the def2-TZVPD basis set).

Structure (XYZ):
```
9
Properties=species:S:1:pos:R:3:forces:R:3:lowdin_charge:R:1
C -0.31145 -0.68025 1.48624 -1.8456 2.2471 -2.8736 -0.09
C -1.24124 -1.50050 0.51388 1.0743 0.2957 4.6345 -0.46
C 0.60794 -1.06628 2.32343 -5.3554 -1.1120 -2.8237 -0.05
C -1.99887 -0.92106 -0.50681 0.2443 0.8487 -3.8523 -0.47
C 1.59836 -1.02756 3.01845 3.8379 1.0004 1.2917 -0.25
O 2.66806 -0.87662 3.41289 1.7230 -0.3505 1.6776 0.19
S -3.00878 -0.74873 0.74904 -0.4794 -0.2364 1.4861 0.88
H -0.52317 0.48187 1.26668 0.4967 -2.4931 0.7739 0.15
H -1.26003 -2.56737 0.68829 0.3042 -0.1999 -0.3143 0.10
```
Positions in Å, forces in eV/Å.

HOMO energy (Eh): -0.326
Total charge: 0
Electronic energy (eV): -18093.313
Strongest force on any atom (eV/Å): 6.155



[7]
Entry from the Open Molecules 2025 dataset: 9 unconnected molecules or ions with the total composition C5H30N2O8 (ωB97M-V with the def2-TZVPD basis set).

Structure (XYZ):
```
45
Properties=species:S:1:pos:R:3:forces:R:3:lowdin_charge:R:1
C 0.63711 -1.37170 -4.22013 -0.4526 -1.1715 0.3189 -0.08
C -0.36995 -1.91575 -3.19448 1.0690 -2.1115 -0.6904 -0.26
C -0.38166 -1.21771 -1.87545 -0.3192 1.5520 1.8791 -0.21
C -1.02277 -2.03448 -0.75689 0.4558 -0.1445 -0.4528 -0.16
N -1.26971 -1.30094 0.49662 -1.2768 -1.4223 -1.7771 0.07
C -2.10613 -0.16652 0.37510 -0.5539 0.5684 0.2997 -0.22
N -1.20998 0.97147 0.64665 2.0188 -0.3345 1.0957 0.16
H 0.31651 -0.35411 -4.41671 0.9466 0.2726 -0.3292 0.08
H 0.67443 -1.98531 -5.12407 -0.8648 0.2959 -0.1971 0.08
H 1.64645 -1.61728 -3.88128 0.0999 1.2373 0.4828 0.08
H -0.08854 -2.96519 -2.99021 0.3790 0.1748 0.1740 0.12
H -1.32898 -2.15298 -3.65145 -0.5340 1.0103 0.1786 0.12
H 0.57377 -0.90736 -1.41889 0.5062 -0.6846 -0.9145 0.10
H -0.80215 -0.20287 -1.83632 -0.6715 -0.2226 -0.8092 0.11
H -0.40756 -2.91682 -0.55044 0.0312 0.1278 0.2034 0.13
H -2.00348 -2.45451 -1.03769 -0.0813 0.2667 -0.1029 0.16
H -1.48629 -2.06287 1.15084 0.2742 0.8306 1.4993 0.11
H -2.54561 -0.04740 -0.61313 0.2155 -0.1175 -0.0939 0.14
H -2.92824 -0.15856 1.08849 0.1923 -0.0443 0.2007 0.15
H -0.88870 1.06902 1.62331 -1.0466 0.1196 0.1150 0.13
H -0.24747 0.91044 0.26547 -0.5275 0.0296 -0.8982 0.10
H 1.69436 4.92570 0.35428 -0.2454 0.6498 0.1741 0.04
H 2.09476 3.84010 1.22270 -0.0067 0.0712 0.7062 0.02
O 1.69738 4.72144 1.30005 0.2381 -0.7847 -0.8734 -0.06
H -1.88423 -4.07680 2.30882 0.1053 -0.3534 0.4174 0.06
H -0.67580 -3.70768 3.23722 0.0117 -0.1371 -0.0296 0.07
O -1.40020 -3.35137 2.71462 -0.3076 0.5256 -0.7121 -0.04
H 0.98236 -2.14658 1.28019 0.6045 -0.6376 0.4118 0.03
H 0.33837 -1.04445 1.90493 0.0989 0.0895 0.9265 0.02
O 1.06714 -1.65388 2.11060 -0.7000 -0.0385 -0.9374 -0.03
H -3.11739 3.63531 -0.86173 -0.0106 -0.4892 0.6312 0.04
H -1.68082 2.98638 -0.34071 -0.6809 -0.1972 0.3624 -0.01
O -2.16024 3.60466 -0.88864 0.7490 0.7363 -1.1190 -0.04
H 1.83574 -0.11760 1.68179 0.4255 0.5955 0.1549 -0.01
H 2.75823 0.88385 0.99006 0.0462 0.2778 0.0429 0.01
O 1.89741 0.82924 1.44593 -0.2043 -0.4508 -0.4523 -0.07
H 3.89353 0.26138 -0.74452 0.3343 -0.1625 0.0847 0.01
H 5.05213 0.18419 0.26947 0.0344 -0.0371 -0.0698 0.05
O 4.44360 0.79590 -0.15465 -0.4206 0.2890 0.0947 -0.05
H -4.22609 2.58164 2.27066 0.5149 -0.3184 -0.0843 0.04
H -3.20143 2.61498 0.99869 -0.0304 -0.2411 0.7656 -0.02
O -3.97304 2.98335 1.43693 -0.5429 0.5410 -0.5551 -0.04
H 2.07274 -1.64281 -0.44704 0.1617 -0.1378 0.0759 0.00
H 3.46372 -2.32848 -0.54559 -0.0637 -0.0825 0.0527 0.07
O 2.95589 -1.55515 -0.81042 0.0281 0.0599 -0.2497 -0.03
```
Positions in Å, forces in eV/Å.

Spin multiplicity: 2
HOMO energy (alpha / beta) (Eh): -0.488 / -0.488
Total charge: +1
Electronic energy (eV): -25022.205
Strongest force on any atom (eV/Å): 2.610



[8]
Entry from the Open Molecules 2025 dataset: 10 unconnected molecules or ions with the total composition C5H30NO11 (ωB97M-V with the def2-TZVPD basis set).

Structure (XYZ):
```
47
Properties=species:S:1:pos:R:3:forces:R:3:lowdin_charge:R:1
C -0.06458 -1.14687 -0.52200 -2.0404 0.6904 0.5035 -0.26
N 1.11885 -0.53877 0.01785 3.2465 0.2272 -1.4599 -0.03
C 2.25700 -1.13685 -0.70797 2.0172 -1.2611 1.2720 -0.32
O 2.26451 -0.79672 -2.08941 -0.4663 2.1891 1.3381 -0.15
C -1.14458 -1.16029 0.56727 -1.4455 -1.4373 -0.4980 -0.12
C -2.29836 -0.12389 0.24612 2.9460 0.1131 7.8660 -0.36
C -3.51382 -0.24059 1.18806 2.4706 -2.0180 0.3553 -0.02
O -1.67407 1.06436 0.70027 -0.7471 1.7140 0.0289 -0.06
H -0.58447 -0.63066 -1.33429 0.5733 0.6949 -0.4576 0.11
H 0.02564 -2.13566 -1.01907 0.8894 0.4207 0.9375 0.09
H 1.23670 0.51162 -0.20854 -1.1276 -1.2851 0.8892 0.08
H 2.24813 -2.27186 -0.50933 -0.3452 1.3692 -0.8703 0.13
H 3.33114 -0.87542 -0.33427 -1.9822 0.2264 0.0820 0.13
H -0.74475 -1.19900 1.61972 -1.1228 0.5112 -1.6581 0.09
H -1.53752 -2.14099 0.40679 -0.8920 -0.8271 0.5193 0.06
H -2.46877 -0.16768 -0.70769 -1.3288 0.0883 -5.6367 0.08
H -3.90747 -1.24905 1.04280 -0.9940 0.4648 -0.0059 0.08
H -3.03695 -0.28924 2.16450 0.3904 -0.4795 0.3522 0.07
H -4.10023 0.60656 1.42151 -1.3085 0.8547 -1.1771 0.06
H -0.90603 1.34938 0.19900 0.5187 -0.0960 -0.2914 0.03
H 2.19412 0.24600 -1.97949 0.7597 -2.2148 -1.5088 0.08
H 2.25212 2.49194 -2.77623 0.5912 -0.4060 -0.5924 0.05
O 2.68455 1.84221 -2.19516 -1.4052 1.1178 0.5166 -0.12
H 0.56199 -1.36771 -3.08840 0.3411 -3.4897 -0.4733 0.10
H 1.40161 -2.61643 -2.85817 2.5321 -0.4392 0.9854 -0.04
O 0.58594 -2.41451 -3.22289 -3.1754 3.3631 -1.1312 -0.10
H -0.09640 -0.43352 3.98438 0.5469 -1.5480 -0.9971 0.07
H 0.32333 -0.80201 2.51972 0.2452 -0.8051 2.0228 0.04
O 0.24040 -1.22163 3.44789 -0.7868 2.6286 -0.4752 -0.13
H -1.57217 -3.27214 -1.19854 2.1916 2.2358 -1.0748 -0.05
H -1.82114 -4.29766 -0.13736 -0.2462 0.2894 -0.5900 0.06
O -2.17197 -3.91391 -0.96205 -2.0346 -2.8020 1.4114 -0.03
H 2.63828 -1.12344 2.49391 -0.4009 0.5487 0.8455 0.02
H 2.02977 -0.42018 3.82206 1.2092 -0.8836 -1.4070 0.02
O 2.85978 -0.64080 3.31412 -0.1189 0.4172 0.4463 -0.12
H -0.56766 4.33408 -1.26818 1.7448 2.8032 -0.1782 -0.01
H -0.53500 2.97191 -0.78895 1.2213 -0.9385 0.6905 -0.06
O -1.07963 3.58449 -1.26926 -3.4794 -1.0481 -0.6057 -0.05
H -0.40498 2.10397 3.51769 1.9128 0.4225 0.7800 0.07
H 1.07321 2.35553 3.16061 0.0583 -0.0839 -0.0172 0.03
O 0.50595 2.26186 3.93493 -2.0607 -0.4892 -0.9064 -0.09
H 1.98756 2.02800 -1.44919 0.5527 -0.3313 0.2845 0.00
H 1.38874 2.74424 0.14803 2.4656 2.6682 2.7400 -0.07
O 0.86568 2.21790 -0.34860 -2.1483 -2.9763 -2.6467 -0.31
H -1.35238 2.28942 -3.02974 0.1526 0.3101 0.7458 0.02
H 0.03594 1.71393 -2.58703 -0.0395 0.2144 0.8486 -0.02
O -0.52799 1.91005 -3.32540 0.1190 -0.7232 -1.8025 -0.06
```
Positions in Å, forces in eV/Å.

HOMO energy (Eh): -0.231
Total charge: -1
Electronic energy (eV): -29683.272
Strongest force on any atom (eV/Å): 8.400